C37H42Cl3FeN10OS4 | the ωB97M-V functional and the def2-TZVPD basis

```
! wB97M-V def2-TZVPD RIJCOSX def2/J DEFGRID3
* xyz 1 5
Fe 0.26 0.43 0.64
N 4.55 -0.85 0.48
C 3.40 -0.20 0.69
S 2.33 0.00 -0.67
N 3.21 0.26 1.91
N 1.98 0.80 2.09
C 1.77 1.50 3.13
C 2.78 1.81 4.17
C 3.11 3.14 4.45
C 4.06 3.44 5.41
C 4.69 2.42 6.11
C 4.37 1.09 5.84
C 3.42 0.79 4.87
C 0.38 2.02 3.26
C -0.09 2.58 4.44
C -1.39 3.05 4.50
C -2.20 2.95 3.37
C -1.66 2.36 2.24
N -0.41 1.91 2.19
H 4.79 -1.16 -0.44
H 5.22 -0.94 1.23
H 2.61 3.94 3.91
H 4.32 4.47 5.62
H 5.44 2.65 6.86
H 4.85 0.29 6.39
H 3.17 -0.24 4.65
H 0.56 2.64 5.31
H -1.78 3.48 5.41
H -3.21 3.32 3.37
H -2.23 2.27 1.32
C -2.11 -1.62 4.15
N -1.47 -2.67 3.37
C -1.08 -3.84 4.17
C -0.67 -2.29 2.30
N -0.24 -1.08 2.15
N -0.41 -3.27 1.40
C 0.69 -3.16 0.45
C -1.27 -4.43 1.20
H -2.94 -2.07 4.70
H -2.51 -0.86 3.49
H -1.43 -1.16 4.87
H -0.55 -3.52 5.07
H -0.43 -4.49 3.60
H -1.97 -4.39 4.47
H -0.38 -0.54 3.00
H 1.15 -2.18 0.50
H 0.32 -3.33 -0.56
H 1.45 -3.92 0.67
H -2.17 -4.34 1.80
H -0.76 -5.36 1.46
H -1.56 -4.48 0.15
S -0.33 2.49 -1.04
C 1.03 3.35 -0.55
N 2.23 3.24 -1.09
C 3.35 3.86 -0.40
C 2.75 5.02 0.39
S 1.04 4.51 0.75
H 2.38 2.44 -1.69
H 4.08 4.22 -1.12
H 3.83 3.14 0.26
H 2.72 5.94 -0.20
H 3.27 5.20 1.32
Cl -7.73 -0.52 -3.70
C -6.04 -0.65 -4.05
C -5.56 -1.73 -4.77
C -4.21 -1.82 -5.02
C -3.31 -0.85 -4.56
C -1.83 -1.06 -4.80
C -1.27 -2.15 -3.89
N -1.44 -1.81 -2.49
C -2.46 -2.21 -1.64
C -2.26 -1.52 -0.48
N -1.15 -0.71 -0.61
C -0.70 -0.91 -1.83
O -1.57 -1.48 -6.12
C -0.80 -0.52 -6.86
C 0.55 -0.30 -6.22
C 1.54 -1.23 -6.19
Cl 1.49 -2.79 -6.88
S 2.93 -0.68 -5.35
C 2.19 0.83 -5.02
C 0.94 0.89 -5.54
C -3.83 0.23 -3.86
Cl -2.79 1.49 -3.26
C -5.19 0.34 -3.60
H -6.25 -2.49 -5.13
H -3.82 -2.65 -5.60
H -1.30 -0.14 -4.57
H -0.21 -2.27 -4.10
H -1.77 -3.09 -4.11
H -3.21 -2.92 -1.93
H -2.84 -1.57 0.43
H 0.16 -0.42 -2.27
H -1.33 0.43 -6.93
H -0.70 -0.94 -7.86
H 2.74 1.58 -4.48
H 0.30 1.76 -5.45
H -5.57 1.19 -3.05
*
```

Properties
HOMO (alpha / beta) = -10.117 / -10.145 eV
HOMO-LUMO gap (alpha / beta) = 7.738 / 7.581 eV
<S²> = 6.01

C37H42MnN9O | the ωB97M-V functional and the def2-TZVPD basis

```
! wB97M-V def2-TZVPD RIJCOSX def2/J DEFGRID3
* xyz -1 6
Mn -0.48 0.66 -0.28
C -3.19 2.12 2.89
C -2.46 1.24 2.08
N -1.90 1.62 0.95
C -2.04 2.92 0.53
C -2.72 3.88 1.31
C -3.31 3.43 2.51
C -2.80 5.22 0.86
C -2.19 5.54 -0.33
C -1.52 4.60 -1.13
C -1.44 3.26 -0.75
N -0.84 2.23 -1.37
C -0.31 2.24 -2.67
C -0.73 3.04 -3.74
C -0.12 2.90 -4.98
C 0.90 1.99 -5.18
C 1.32 1.14 -4.14
C 2.36 0.17 -4.28
C 2.69 -0.62 -3.16
C 2.01 -0.46 -1.98
N 1.01 0.45 -1.81
C 0.69 1.26 -2.88
H -3.63 1.75 3.81
H -2.33 0.20 2.36
H -3.85 4.14 3.13
H -3.31 5.96 1.45
H -2.22 6.57 -0.67
H -1.05 4.92 -2.05
H -1.54 3.73 -3.61
H -0.46 3.52 -5.81
H 1.37 1.90 -6.16
H 2.87 0.05 -5.23
H 3.49 -1.36 -3.22
H 2.26 -1.06 -1.11
C 3.37 2.95 -1.66
N 3.40 2.58 -0.25
C 4.69 2.30 0.36
C 2.31 2.09 0.30
N 1.32 1.64 0.71
H 3.94 3.87 -1.80
H 2.34 3.12 -1.96
H 3.77 2.15 -2.29
H 5.32 3.19 0.30
H 5.19 1.47 -0.16
H 4.55 2.03 1.40
C 1.79 -4.53 -2.00
N 0.55 -3.99 -1.49
C -0.21 -3.18 -2.44
C -0.73 -2.02 -1.62
O -1.41 -1.08 -2.01
N -0.25 -2.19 -0.37
C 0.55 -3.34 -0.24
N 1.71 -3.27 0.56
H 1.58 -5.32 -2.73
H 2.36 -4.96 -1.18
H 2.40 -3.77 -2.49
H -1.04 -3.72 -2.90
H 0.42 -2.77 -3.24
H 1.94 -2.29 0.74
H 1.56 -3.70 1.47
C -2.92 -3.87 -0.02
C -3.15 -2.66 0.91
C -3.51 -1.37 0.18
C -2.08 -2.48 1.98
C -2.41 -3.00 3.23
C -1.63 -2.83 4.35
C -0.46 -2.11 4.23
C -0.06 -1.59 3.00
C 1.28 -0.87 2.96
C 1.21 0.47 3.69
C 2.41 -1.72 3.55
C -0.85 -1.77 1.84
N -0.36 -1.22 0.63
H -3.54 -3.78 -0.91
H -3.19 -4.79 0.49
H -1.89 -3.97 -0.33
H -4.05 -2.92 1.49
H -2.67 -0.91 -0.33
H -3.93 -0.64 0.88
H -4.28 -1.58 -0.57
H -3.35 -3.54 3.32
H -1.93 -3.25 5.31
H 0.17 -1.96 5.10
H 1.50 -0.68 1.91
H 0.92 0.33 4.73
H 0.49 1.14 3.22
H 2.18 0.98 3.67
H 2.33 -1.81 4.63
H 3.38 -1.25 3.33
H 2.43 -2.73 3.13
*
```

Properties
HOMO (alpha / beta) = -1.610 / -3.596 eV
HOMO-LUMO gap (alpha / beta) = 4.198 / 6.161 eV
energy relative to the best compared isomer or geometry (same formula, charge and spin) = 81.0 kcal per mole
<S²> = 8.79

C37H42N2NaO2P2SSeSi | the ωB97M-V functional and the def2-TZVPD basis

```
! wB97M-V def2-TZVPD RIJCOSX def2/J DEFGRID3
* xyz -1 1
Na 0.80 -0.58 -0.81
C -4.40 6.58 2.06
S -2.99 6.80 3.19
C -1.65 6.15 2.13
C -1.75 4.64 1.94
C -0.63 4.16 1.01
N -0.60 2.72 0.87
P -1.59 1.78 -0.19
C -3.05 1.22 0.77
C -3.62 1.71 1.94
C -4.73 1.09 2.50
C -5.29 -0.02 1.90
C -4.74 -0.52 0.73
C -3.63 0.09 0.18
C -2.39 3.12 -1.16
C -1.60 3.70 -2.16
C -2.09 4.75 -2.91
C -3.38 5.22 -2.70
C -4.18 4.62 -1.74
C -3.69 3.58 -0.97
P 0.87 1.79 0.92
C 2.00 2.53 -0.34
C 3.11 1.74 -0.62
C 4.04 2.12 -1.56
C 3.87 3.30 -2.27
C 2.76 4.09 -2.01
C 1.84 3.72 -1.05
C 1.64 2.55 2.41
C 2.97 2.96 2.44
C 3.52 3.45 3.61
C 2.77 3.52 4.77
C 1.45 3.11 4.75
C 0.89 2.63 3.58
H -5.20 7.22 2.43
H -4.72 5.55 2.06
H -4.10 6.89 1.07
H -0.73 6.42 2.64
H -1.71 6.68 1.18
H -2.70 4.39 1.47
H -1.67 4.14 2.90
H 0.34 4.48 1.42
H -0.77 4.66 0.05
H -3.19 2.56 2.45
H -5.15 1.49 3.41
H -6.16 -0.49 2.35
H -5.17 -1.39 0.26
H -3.17 -0.30 -0.72
H -0.62 3.30 -2.35
H -1.48 5.20 -3.67
H -3.76 6.04 -3.30
H -5.19 4.97 -1.59
H -4.33 3.11 -0.24
H 3.23 0.82 -0.07
H 4.89 1.49 -1.76
H 4.59 3.59 -3.03
H 2.61 5.01 -2.57
H 0.99 4.36 -0.89
H 3.58 2.88 1.56
H 4.55 3.78 3.61
H 3.22 3.88 5.68
H 0.85 3.16 5.65
H -0.13 2.30 3.56
O 2.55 -0.37 1.53
C 1.56 -1.11 1.50
O 1.22 -1.88 0.59
C 0.64 -0.99 2.70
C 0.92 -1.63 3.90
C 0.08 -1.43 4.98
C -1.01 -0.60 4.83
C -1.20 0.01 3.60
N -0.40 -0.18 2.55
H 1.79 -2.26 3.98
H 0.26 -1.94 5.92
H -1.70 -0.41 5.64
H -2.03 0.68 3.43
C 0.41 -0.30 -6.38
Si 1.03 0.98 -5.12
C 0.45 2.71 -5.71
C 2.93 0.92 -5.04
Se 0.11 0.58 -3.13
H 0.75 -0.08 -7.39
H -0.68 -0.31 -6.38
H 0.75 -1.29 -6.11
H 0.72 2.90 -6.75
H 0.88 3.48 -5.09
H -0.63 2.76 -5.63
H 3.38 0.91 -6.02
H 3.25 0.04 -4.50
H 3.31 1.79 -4.50
*
```

Properties
HOMO = -4.226 eV
HOMO-LUMO gap = 6.465 eV
energy relative to the best compared isomer or geometry (same formula, charge and spin) = 0.0 kcal per mole

no.,electronic energy (eV)
1,-171292.966
2,-85829.704
3,-153185.205